# 1
{"formula": "C5H11IN", "method": "ωB97M-V with the def2-TZVPD basis set", "smiles": "I[C@H]1CCCC[NH2+]1", "lumo_ev": -3.86, "e_above_lowest_kcal_mol": 0.0, "gap_ev": 9.93, "charge": 1, "symbols": ["I", "C", "C", "C", "C", "C", "N", "H", "H", "H", "H", "H", "H", "H", "H", "H", "H", "H"], "positions_angstrom": [[0.43581, 1.12890, 2.75355], [1.04317, 0.77994, 0.67266], [1.13001, -0.75843, 0.46236], [-0.29398, -1.38124, 0.51006], [-1.20911, -0.65094, -0.57386], [-0.46309, 0.52484, -1.28317], [-0.01501, 1.42773, -0.17139], [2.00401, 1.30006, 0.56145], [1.82142, -1.15893, 1.21791], [1.55474, -1.03870, -0.52016], [-0.26595, -2.43870, 0.19908], [-0.74246, -1.37032, 1.51313], [-1.59781, -1.38945, -1.28253], [-2.02205, -0.16973, 0.00731], [0.37635, 0.19972, -1.91013], [-1.17069, 1.04573, -1.95069], [0.28134, 2.32224, -0.56687], [-0.86667, 1.62727, 0.36130]], "forces_ev_per_angstrom": [[0.321, 0.115, -0.540], [0.404, -0.722, 1.415], [-0.625, 0.002, -0.142], [0.099, -0.139, -1.058], [0.709, 0.504, 1.164], [-1.117, -1.346, -0.467], [-0.224, 0.033, -1.252], [-0.491, -0.157, -0.200], [-0.363, 0.144, -0.176], [0.047, 0.497, 0.395], [0.327, 0.392, 0.329], [0.168, 0.237, -0.378], [-0.045, 0.486, 0.092], [-0.052, -0.415, -0.661], [-0.033, 0.252, 0.455], [0.363, 0.109, 0.492], [0.273, -0.002, 0.236], [0.239, 0.009, 0.297]]}

***

# 2
{"formula": "C17H52N4O9", "method": "ωB97M-V with the def2-TZVPD basis set", "smiles": "NC(N)=O.NC(N)=O.CC(C)O.CC(C)O.CC(C)O.CC(C)O.CO.CO.CO", "lumo_ev": 0.03, "e_above_lowest_kcal_mol": 185.1, "gap_ev": 8.41, "charge": 0, "symbols": ["C", "O", "H", "H", "H", "H", "C", "O", "H", "H", "H", "H", "C", "O", "H", "H", "H", "H", "C", "O", "N", "N", "H", "H", "H", "H", "C", "O", "N", "N", "H", "H", "H", "H", "C", "C", "C", "O", "H", "H", "H", "H", "H", "H", "H", "H", "C", "C", "C", "O", "H", "H", "H", "H", "H", "H", "H", "H", "C", "C", "C", "O", "H", "H", "H", "H", "H", "H", "H", "H", "C", "C", "C", "O", "H", "H", "H", "H", "H", "H", "H", "H"], "positions_angstrom": [[9.40932, -5.28891, -22.38744], [10.10967, -4.15992, -22.02151], [9.13929, -5.13561, -23.37789], [8.53103, -5.51315, -21.72865], [10.10463, -6.14811, -22.38980], [10.87101, -4.09552, -22.64489], [9.47141, -1.91275, -25.29587], [9.46111, -2.47382, -26.60260], [9.12860, -2.72309, -24.59816], [8.84149, -1.07593, -25.08766], [10.52078, -1.58741, -25.03116], [8.76819, -2.01050, -27.04204], [14.47448, -7.69028, -22.65132], [14.67029, -6.56135, -23.53877], [15.09700, -8.58793, -22.86765], [13.43936, -8.09787, -22.43225], [14.83018, -7.36534, -21.70052], [14.17789, -6.73810, -24.32272], [13.75525, -4.96558, -20.71993], [12.88372, -6.06085, -20.88083], [13.42080, -3.84305, -20.16001], [14.93541, -4.94409, -21.28310], [12.48321, -3.76818, -19.70076], [14.03640, -3.07862, -19.82232], [15.04981, -5.49776, -22.11073], [15.49438, -4.08306, -21.23437], [11.16411, -5.70643, -25.14755], [10.26421, -6.48996, -25.92709], [11.97167, -6.31329, -24.30702], [11.15579, -4.40815, -25.09289], [11.67369, -7.31691, -24.07433], [12.56848, -5.82081, -23.63235], [10.61329, -3.73144, -25.64625], [11.85433, -3.91221, -24.49596], [11.41686, -9.82444, -25.28088], [11.26728, -9.83363, -23.81246], [12.48964, -10.55149, -23.16561], [11.05367, -8.74983, -23.23835], [11.66334, -10.76706, -25.68960], [12.16722, -9.01932, -25.47360], [10.46307, -9.55733, -25.74961], [10.39197, -10.50638, -23.51994], [12.32951, -10.77369, -22.12470], [13.50978, -10.11608, -23.17467], [12.48604, -11.50772, -23.56648], [11.28421, -8.87952, -22.29606], [7.05263, -5.07688, -25.31917], [6.58696, -4.10589, -26.27825], [6.77596, -4.58576, -27.69320], [5.36835, -4.01014, -26.22804], [7.02257, -4.59615, -24.34535], [8.06359, -5.40474, -25.59004], [6.39950, -5.93817, -25.24701], [7.06869, -3.03487, -26.33357], [7.83015, -4.64736, -27.97410], [6.39038, -3.81737, -28.30787], [6.27110, -5.46402, -28.05564], [5.21588, -3.13535, -25.94056], [7.70559, -9.18849, -25.34338], [7.54279, -9.33747, -23.84179], [7.04048, -8.05378, -23.23403], [6.70151, -10.26580, -23.63200], [6.81266, -8.67100, -25.76272], [7.80142, -10.16208, -25.80702], [8.52039, -8.54863, -25.62605], [8.44958, -9.61109, -23.44387], [7.43125, -7.21881, -23.82168], [7.16115, -7.87899, -22.14532], [5.94349, -7.99563, -23.46034], [7.11777, -11.05215, -23.32915], [13.81702, -2.05138, -24.44188], [13.47250, -2.40368, -23.01882], [12.46038, -1.43396, -22.28882], [12.79788, -3.48451, -23.06721], [14.31108, -1.09670, -24.53978], [12.98091, -1.99650, -25.17442], [14.53420, -2.73801, -24.90796], [14.45783, -2.53720, -22.48696], [11.47741, -1.20327, -22.70106], [12.89886, -0.43525, -22.32575], [12.25629, -1.82812, -21.25492], [12.92705, -3.85429, -22.17259]], "forces_ev_per_angstrom": [[0.166, -1.954, 1.030], [1.622, 1.806, 0.589], [-1.275, -0.285, -1.923], [0.834, 0.509, -0.508], [-0.544, -0.096, 0.243], [-0.992, 0.090, 0.758], [1.249, -1.359, 1.562], [0.450, 0.662, 0.537], [0.504, 0.778, -0.229], [-0.623, 0.705, -0.532], [-0.994, -0.437, -0.192], [-0.655, 0.132, -1.015], [0.051, -1.265, 0.401], [0.265, -1.273, 1.442], [-0.180, 0.699, -0.642], [0.935, 1.233, -0.886], [0.123, 0.174, 0.703], [-0.619, -0.020, -1.152], [-4.149, -6.984, -1.455], [4.097, 5.949, 0.934], [-3.111, 3.641, 3.595], [2.615, 0.522, -0.528], [1.217, -0.584, -0.702], [-0.213, -1.232, -0.802], [0.207, -0.333, -0.414], [-0.477, -0.801, -0.087], [-5.688, -4.648, -4.102], [4.419, 4.029, 3.666], [1.125, -2.956, 1.414], [0.614, 4.265, -0.066], [0.652, 2.023, -0.254], [-0.743, -0.220, -0.406], [0.238, -1.755, -0.198], [-0.894, -1.089, -0.743], [-0.566, 2.466, -0.620], [1.220, -9.706, -1.124], [0.189, 0.635, 0.371], [-1.087, 8.439, 4.348], [0.719, -0.968, -0.183], [-0.413, -0.744, -0.571], [0.320, 0.386, -0.014], [0.700, -0.278, -0.729], [-0.487, 0.293, 0.873], [-0.782, 0.046, -0.727], [0.550, -1.937, -1.061], [-0.471, 0.746, -0.566], [2.338, -0.494, 1.772], [9.275, -0.401, -4.149], [2.774, 0.024, -1.522], [-12.275, 2.003, 1.783], [0.293, -0.193, 0.539], [0.020, -0.133, 0.509], [-0.254, -0.052, -0.424], [-0.014, -1.837, 0.924], [0.143, -0.350, 0.014], [-0.554, 1.058, -0.840], [-0.302, -0.739, 0.715], [-1.649, 1.146, 0.623], [-0.619, 1.150, -0.630], [2.517, 5.115, -2.185], [-1.109, 1.401, -0.372], [-5.910, -5.492, 1.700], [0.272, -0.560, 0.227], [0.060, -0.222, -0.133], [0.663, 0.293, -0.077], [2.689, -0.164, 1.056], [0.367, 0.108, 0.531], [0.181, -0.372, -0.628], [0.694, -0.233, 0.325], [0.202, -0.981, 0.259], [0.397, 0.897, -1.605], [1.183, 6.063, -0.371], [1.643, 1.295, 0.679], [-2.035, -7.595, 1.052], [0.124, 0.546, 0.253], [0.060, -0.167, 0.854], [-0.178, -0.312, 0.446], [-0.794, 0.541, 0.012], [0.046, -1.050, -0.784], [0.221, 0.227, 0.940], [0.440, 0.691, -0.920], [-1.024, -0.516, -0.609]]}

***

# 3
{"formula": "C4H3OP", "method": "ωB97M-V with the def2-TZVPD basis set", "smiles": "O=C1C=CC=P1", "lumo_ev": -1.82, "e_above_lowest_kcal_mol": 10.7, "gap_ev": 7.37, "charge": 0, "symbols": ["C", "C", "C", "C", "O", "P", "H", "H", "H"], "positions_angstrom": [[-0.58679, 0.42777, 0.66192], [-0.85799, -0.30748, -0.43589], [0.81710, 0.55511, 0.97935], [0.34936, -0.73825, -1.08760], [0.43355, -1.23675, -2.30691], [1.87559, -0.23687, -0.07152], [-1.33173, 0.91216, 1.27255], [-1.83168, -0.50129, -0.84971], [1.13259, 1.12559, 1.83781]], "forces_ev_per_angstrom": [[-0.733, -0.422, -0.609], [-0.785, 0.504, 0.614], [1.295, -0.397, -0.383], [1.282, -2.255, -6.052], [-0.447, 2.272, 6.038], [-0.359, 0.272, 0.316], [-0.204, -0.005, 0.019], [-0.132, -0.024, -0.047], [0.083, 0.056, 0.103]]}